Below is a molecular structure, C24H44IrP2 at a distorted geometry, with properties calculated with ωB97M-V/def2-TZVPD.

Geometry as XYZ:
```
71
C24H44IrP2, DFT ωB97M-V/def2-TZVPD
Ir 0.25657 1.91585 0.65571
C 1.53333 -1.16188 1.37385
C 2.22595 -0.25231 0.57149
C 1.15932 0.93637 2.32391
C 0.84155 -0.47914 2.38911
C 2.07544 1.10706 1.11580
C 1.63644 -2.65499 1.30729
H 2.15495 -2.95786 0.38602
H 0.63230 -3.10800 1.32073
H 2.20081 -3.06210 2.16926
C 0.15586 -1.13876 3.51701
H -0.58415 -1.86114 3.14114
H -0.37551 -0.41121 4.14363
H 0.85407 -1.70350 4.15943
C 1.50584 1.66149 3.58809
H 2.55976 1.45221 3.83258
H 0.88801 1.27890 4.40501
H 1.37837 2.74273 3.49403
C 3.25357 2.02309 1.17583
H 3.85833 1.74495 2.04717
H 2.94854 3.06808 1.28831
H 3.88341 1.89052 0.28663
C 3.17862 -0.63255 -0.48467
H 4.08580 -1.10048 -0.06174
H 3.47510 0.25330 -1.05916
H 2.71639 -1.36115 -1.17105
C -2.34652 -4.02980 0.60016
C -1.44935 -4.91383 0.14233
C -0.68385 -4.83629 -1.13942
C -1.52265 -4.54444 -2.41081
C -1.63785 -3.09015 -2.72944
C -1.12902 -2.12136 -1.95060
C -1.38875 -1.84816 -0.50016
C -2.54037 -2.60238 0.17255
H -0.25949 -5.83491 -1.29034
H -2.50393 -5.03586 -2.32136
H 0.14272 -4.11910 -1.08615
H -3.42541 -2.52826 -0.47811
H -3.07410 -4.33399 1.36324
H -1.31666 -5.85758 0.68873
H -2.73206 -2.03135 1.09866
H -0.46490 -1.97500 0.06864
H -0.35891 -1.42358 -2.32674
H -1.62731 -0.78037 -0.32283
H -0.99692 -5.03992 -3.24677
H -2.06513 -2.86840 -3.70675
P -0.99268 1.57144 -1.19647
C -2.78243 1.10323 -1.48031
C -0.43517 1.09222 -2.86949
P 0.36094 3.80348 -0.44235
C -1.14725 3.44449 -1.44743
C 1.61020 3.43356 -1.72322
C 0.27251 5.59321 -0.15622
H -3.38794 1.20527 -0.56594
H -2.84199 0.07989 -1.88995
H -3.13971 1.81645 -2.24644
H -0.89528 1.79494 -3.58160
H -0.82526 0.08853 -3.08458
H 0.65512 1.08697 -2.97928
H -0.44136 6.04107 -0.86572
H 1.24662 6.08149 -0.30313
H -0.07402 5.82971 0.85956
H -2.07671 3.82507 -1.00011
H -1.05274 3.74852 -2.50327
H 2.46756 4.09196 -1.56970
H 1.17558 3.62542 -2.70814
H 1.94978 2.38640 -1.66979
C -1.50882 2.40842 1.56011
H -1.14716 3.24896 2.16763
H -1.72673 1.54523 2.20836
H -2.38127 2.67930 0.94724
```

Calculated values
Net charge: +2
Molecular weight (g/mol): 586.781
Orbital gap (alpha / beta) (eV): 3.85 / 4.68
HOMO level (alpha / beta) (eV): -11.2 / -13.9
<S²>: 8.769
Spin multiplicity: 6
E_LUMO (alpha / beta) (eV): -7.3 / -9.2
DFT total energy (a.u.): -1727.05531

Taken from the Löwdin analysis, the atomic charges in e are: 0.9200, -0.2185, -0.2148, -0.3675, -0.2191, -0.4577, -0.0104, 0.0817, 0.0678, 0.1171, -0.0210, 0.0848, 0.0875, 0.1131, -0.0163, 0.1108, 0.0847, 0.0933, -0.0458, 0.1024, 0.0809, 0.0848, -0.0272, 0.1178, 0.0782, 0.0852, -0.0836, -0.0922, -0.1773, -0.1067, 0.0803, 0.0354, -0.1571, -0.1623, 0.1271, 0.1596, 0.1070, 0.1330, 0.1237, 0.1225, 0.1283, 0.1029, 0.1308, 0.0778, 0.1553, 0.1601, 0.6744, -0.2188, -0.2462, 0.6476, -0.4476, -0.2381, -0.2085, 0.0588, 0.0324, 0.0692, 0.0693, 0.0113, 0.0492, 0.0646, 0.0606, 0.0582, 0.0688, 0.0682, 0.0614, 0.0563, 0.0242, -0.3035, 0.0059, 0.0081, -0.0022

Below is a molecular structure, C4H7NO, with properties calculated with ωB97M-V/def2-TZVPD.

Geometry as XYZ:
```
13
C4H7NO, DFT ωB97M-V/def2-TZVPD
C 1.87487 0.65788 0.64318
C 0.13688 -0.49468 -0.59257
C -1.26575 -1.13095 -0.51242
N -1.77269 0.20957 -0.11313
C -0.46902 0.66666 -0.06146
O 0.03926 1.67410 0.47506
H 2.43382 0.11859 -0.10919
H 2.15065 1.69707 0.75714
H 1.67962 0.11040 1.55481
H 0.71513 -0.50061 -1.51231
H -1.39994 -1.89018 0.26603
H -1.70700 -1.47945 -1.45117
H -2.41582 0.36160 0.65603
```

Calculated values
Molecular weight (g/mol): 85.106
Orbital gap (alpha / beta) (eV): 7.37 / 7.10
HOMO level (alpha / beta) (eV): -7.8 / -7.7
E_LUMO (alpha / beta) (eV): -0.5 / -0.6
DFT total energy (a.u.): -286.41812

Taken from the Löwdin analysis, the atomic charges in e are: 0.1783, -0.0612, -0.1661, 0.0736, -0.5806, 0.0048, 0.0318, 0.0444, 0.0527, 0.0919, 0.1011, 0.1009, 0.1283

Below is a gas-phase ion, C5H8N (charge +1) at a distorted geometry, with properties calculated with ωB97M-V/def2-TZVPD.

Geometry as XYZ:
```
14
C5H8N, DFT ωB97M-V/def2-TZVPD
C 1.89148 0.13063 0.12173
C 0.69658 1.08271 -0.12148
C 0.69201 0.05775 1.04596
N -0.30269 0.08309 -0.04043
C -0.89686 -0.88256 -0.95830
C -1.69146 -0.00562 -0.11421
H 2.70670 0.49318 0.63338
H 2.05977 -0.71707 -0.45782
H 0.51165 2.10044 0.20787
H 0.41145 0.07402 2.10342
H -1.04760 -1.91728 -0.69949
H -0.57107 -0.69725 -2.08666
H -2.42639 0.73886 -0.33542
H -2.03359 -0.54091 0.70144
```

Calculated values
Net charge: +1
Molecular weight (g/mol): 82.126
Orbital gap (eV): 12.05
HOMO level (eV): -15.0
E_LUMO (eV): -3.0
DFT total energy (a.u.): -249.63880
SMILES string: C1[C@@H]2[C@H]1[N+]21CC1

Taken from the Löwdin analysis, the atomic charges in e are: 0.0489, 0.0083, -0.0119, -0.1605, 0.0168, -0.0316, 0.0988, 0.0998, 0.1645, 0.1712, 0.1326, 0.1946, 0.1478, 0.1206

Below is a molecular structure, C40H34Br2N5ORuS2Sb at a distorted geometry, with properties calculated with ωB97M-V/def2-TZVPD.

Geometry as XYZ:
```
86
C40H34Br2N5ORuS2Sb, DFT ωB97M-V/def2-TZVPD
Ru -0.09554 -1.17104 -1.87176
N -2.46512 1.27647 -3.06775
N -3.73253 0.75942 -2.91518
C -3.97341 -0.54847 -2.72107
N -5.27381 -0.88599 -2.70276
S -2.85630 -1.78499 -2.44961
H -2.28437 2.00311 -2.38876
H -2.33789 1.63413 -4.00891
H -4.52235 1.34224 -3.15751
H -6.00935 -0.23869 -2.93001
H -5.50160 -1.85345 -2.56084
C 1.71581 -4.60006 -3.92986
C 1.69712 -5.57973 -2.94558
C 1.05514 -5.32547 -1.74604
C 0.45302 -4.08851 -1.54719
N 0.53962 -3.12719 -2.48656
C 1.14135 -3.37700 -3.65085
C -0.34965 -3.70355 -0.38496
C -0.82365 -4.63577 0.53702
C -1.68372 -4.24046 1.54294
C -2.07715 -2.91204 1.62746
C -1.61721 -1.98353 0.70808
C -0.73857 -2.35226 -0.30702
H 2.17288 -4.77736 -4.89169
H 2.17799 -6.53440 -3.10965
H 1.02719 -6.07800 -0.97240
H 1.14621 -2.57238 -4.37398
H -0.54741 -5.67743 0.44479
H -2.07261 -4.96744 2.24273
H -2.75700 -2.60136 2.41016
H -1.96468 -0.95991 0.76972
C 3.33096 -0.90271 -0.85598
C 3.09852 -0.08897 -2.09257
C 4.06086 0.84018 -2.53757
C 3.82557 1.59510 -3.65190
C 2.61439 1.43996 -4.36085
C 2.23902 2.16975 -5.51109
Br 3.38383 3.52031 -6.20268
C 1.04210 1.92832 -6.13346
C 0.16670 0.96643 -5.62694
Br -1.51950 0.69316 -6.45075
C 0.44950 0.20427 -4.48850
O -0.33695 -0.68815 -4.00182
C 1.71575 0.47279 -3.86360
N 1.97430 -0.25939 -2.75587
H 4.09725 -1.65986 -1.03448
H 2.40497 -1.39472 -0.55677
H 3.68134 -0.26572 -0.04413
H 4.98390 0.94666 -1.98431
H 4.55666 2.30779 -4.00773
H 0.76533 2.49169 -7.01325
S -0.08319 0.70980 -0.58708
Sb -0.76032 1.72337 1.99794
C 0.71224 0.46119 2.91864
C 1.16723 0.81694 4.18558
C 2.07974 0.00599 4.84201
C 2.52834 -1.16335 4.24267
C 2.07770 -1.51668 2.98022
C 1.17749 -0.69563 2.31399
C -2.17441 1.49233 3.65680
C -2.72406 2.55278 4.35901
C -3.63315 2.29849 5.37760
C -4.00138 0.99577 5.67921
C -3.46640 -0.06143 4.95474
C -2.55329 0.18735 3.94150
C 0.24557 3.59522 2.33787
C 1.63109 3.61638 2.43857
C 2.27787 4.81070 2.71958
C 1.54965 5.97946 2.89226
C 0.17062 5.96262 2.74076
C -0.48329 4.77306 2.45478
H 0.81699 1.73043 4.65271
H 2.43757 0.28691 5.82363
H 3.23273 -1.80006 4.76125
H 2.42017 -2.43036 2.51091
H 0.84558 -0.95263 1.31856
H -2.44372 3.57383 4.13487
H -4.06716 3.12318 5.92722
H -4.71534 0.80231 6.46826
H -3.77263 -1.07729 5.16857
H -2.12703 -0.63645 3.38016
H 2.20286 2.70556 2.31135
H 3.35644 4.82325 2.80303
H 2.05687 6.90235 3.13808
H -0.39891 6.87696 2.84138
H -1.55942 4.77188 2.32465
```

Calculated values
Net charge: +1
Molecular weight (g/mol): 1047.518
Orbital gap (alpha / beta) (eV): 7.17 / 4.34
HOMO level (alpha / beta) (eV): -9.6 / -9.5
<S²>: 8.790
Spin multiplicity: 6
E_LUMO (alpha / beta) (eV): -2.4 / -5.1
DFT total energy (a.u.): -8172.94141

Taken from the Löwdin analysis, the atomic charges in e are: 1.1406, 0.0259, -0.0811, -0.8202, 0.0814, 0.7098, 0.0720, 0.0372, 0.1491, 0.1097, 0.0902, -0.0289, -0.0267, 0.0114, -0.2147, -0.0154, -0.0875, -0.1958, -0.0182, -0.0561, -0.0686, -0.1813, -0.3326, 0.1157, 0.1194, 0.1146, 0.1130, 0.1096, 0.1116, 0.0998, 0.0520, -0.0281, -0.3260, 0.0016, -0.0030, -0.1868, -0.6206, 0.7804, -0.1654, -0.5878, 0.8017, -0.4521, -0.2782, -0.1619, 0.0476, 0.0939, 0.0360, 0.0895, 0.1207, 0.0857, 0.1000, 0.1095, 1.4952, -0.3799, -0.1276, -0.0697, -0.0738, -0.0724, -0.1524, -0.3505, -0.1161, -0.0732, -0.0712, -0.0710, -0.1355, -0.3691, -0.1265, -0.0683, -0.0680, -0.0746, -0.1417, 0.1066, 0.1095, 0.1077, 0.1068, 0.0163, 0.0850, 0.1097, 0.1093, 0.1084, 0.0720, 0.0989, 0.1100, 0.1100, 0.1097, 0.0938

Below is a molecular structure, C5H12N2 at a distorted geometry, with properties calculated with ωB97M-V/def2-TZVPD.

Geometry as XYZ:
```
19
C5H12N2, DFT ωB97M-V/def2-TZVPD
C -0.15758 0.36259 0.18430
C 0.15643 1.24513 -1.00292
C -1.77743 -1.06299 -1.02560
N -0.27055 -0.98653 -0.09205
N -0.96649 0.98507 1.13066
C 1.50488 -0.04357 1.14385
C 2.52340 -0.73663 0.66860
H -0.45038 -1.51873 0.75346
H -1.51441 1.78121 0.84105
H -1.18604 0.44262 1.95378
H 1.59363 0.53531 2.06174
H -0.71804 1.80159 -1.33735
H 0.54180 0.65325 -1.82701
H 0.92644 1.95271 -0.69663
H -2.57692 -0.37596 -0.73815
H -1.46903 -0.90552 -2.05342
H -2.09364 -2.08724 -0.85048
H 2.43028 -1.30223 -0.25134
H 3.50366 -0.74010 1.13750
```

Calculated values
Molecular weight (g/mol): 100.165
Orbital gap (eV): 8.99
HOMO level (eV): -8.0
E_LUMO (eV): 1.0
DFT total energy (a.u.): -307.08747

Taken from the Löwdin analysis, the atomic charges in e are: -0.6346, -0.0400, -0.0076, -0.0130, 0.0813, -0.0787, -0.0707, 0.0840, 0.0845, 0.0925, 0.0521, 0.0755, 0.0827, 0.0815, 0.0450, 0.0413, 0.0406, 0.0421, 0.0415

Below is a molecular structure, C4H8N2O, with properties calculated with ωB97M-V/def2-TZVPD.

Geometry as XYZ:
```
15
C4H8N2O, DFT ωB97M-V/def2-TZVPD
C 1.94061 -0.41693 0.46448
C 1.07506 -0.74313 -0.70951
O 0.09768 -1.54339 -0.63613
C -0.94166 -0.40253 0.26559
N -1.01887 -0.54143 1.51228
C -1.00123 0.60240 -0.67391
N -1.70018 1.76524 -0.39260
H 1.32539 -0.28952 1.36669
H 2.56639 0.46240 0.28729
H 2.59786 -1.27769 0.64281
H 1.42210 -0.45647 -1.71275
H -1.22466 -1.49933 1.79017
H -0.73916 0.44008 -1.70999
H -2.39878 2.05410 -1.06480
H -2.00056 1.84625 0.57039
```

Calculated values
Molecular weight (g/mol): 100.121
Orbital gap (alpha / beta) (eV): 8.16 / 8.16
HOMO level (alpha / beta) (eV): -7.4 / -7.4
E_LUMO (alpha / beta) (eV): 0.7 / 0.7
DFT total energy (a.u.): -341.84382

Taken from the Löwdin analysis, the atomic charges in e are: -0.0523, -0.2725, -0.0530, -0.3222, 0.1085, -0.1822, 0.0585, 0.0706, 0.0814, 0.0902, 0.1247, 0.0664, 0.1102, 0.0853, 0.0864

Below is 2 unconnected molecules or ions with the total composition C4H9NO at a distorted geometry, with properties calculated with ωB97M-V/def2-TZVPD.

Geometry as XYZ:
```
15
C4H9NO, DFT ωB97M-V/def2-TZVPD
C -1.33409 -0.69058 1.64362
C -0.05866 -1.06400 1.73636
N 0.82339 -1.13022 0.67953
H -1.84475 -0.66599 0.68941
H -1.91488 -0.55948 2.54186
H 0.40010 -1.06067 2.72058
H 0.70823 -0.80588 -0.26373
H 1.63694 -1.69436 0.85362
C -0.36293 0.42295 -2.00952
C 0.59207 1.07418 -1.37401
O 0.34787 2.36830 -0.97529
H -0.12489 -0.51772 -2.49012
H -1.24445 0.93936 -2.35546
H 1.65128 0.85537 -1.29288
H 0.72476 2.52874 -0.10396
```

Calculated values
Molecular weight (g/mol): 87.122
Orbital gap (eV): 8.94
HOMO level (eV): -8.1
E_LUMO (eV): 0.9
DFT total energy (a.u.): -287.72662
SMILES string: C=CN.C=CO

Taken from the Löwdin analysis, the atomic charges in e are: -0.0338, -0.3089, 0.0368, 0.0408, 0.0331, 0.0984, 0.0224, 0.0779, 0.0074, -0.3038, -0.0201, 0.0620, 0.0720, 0.1178, 0.0981

Below is a molecular structure, C32H29F2IrN8OS4 at a distorted geometry, with properties calculated with ωB97M-V/def2-TZVPD.

Geometry as XYZ:
```
77
C32H29F2IrN8OS4, DFT ωB97M-V/def2-TZVPD
Ir 0.10120 0.51542 0.17923
N 2.80209 -1.89239 -2.07116
C 1.84400 -1.37051 -1.31136
S 0.79331 -0.18203 -1.99336
N 1.72468 -1.89674 -0.08520
N 0.81706 -1.27505 0.67365
C 0.30531 -1.96836 1.65044
C -0.76390 -1.52119 2.53264
C -1.39724 -2.47784 3.32247
C -2.56261 -2.17716 4.00002
C -3.11902 -0.91061 3.85929
C -2.40339 0.03874 3.16953
N -1.23116 -0.24001 2.57707
H 2.93949 -1.55120 -3.00587
H 3.41728 -2.59424 -1.69467
H 0.62804 -2.99763 1.74799
H -0.96686 -3.46884 3.36560
H -3.04380 -2.92193 4.61924
H -4.05738 -0.64557 4.32334
H -2.71744 1.07093 3.10426
F 2.37427 1.56606 4.81634
C 1.35887 1.77020 3.97094
C 0.85960 0.71100 3.28301
C -0.23665 0.88729 2.34318
C -0.75020 2.25512 2.21078
C -0.18890 3.24979 2.97459
F -0.63044 4.50586 2.78837
C 0.84313 3.06395 3.88203
C -1.54748 2.64558 1.03023
C -2.71227 3.39014 1.06262
C -3.31525 3.74798 -0.13492
C -2.72802 3.36926 -1.33040
C -1.56754 2.61933 -1.29197
N -0.98603 2.26483 -0.14546
H 1.25993 -0.27200 3.48833
H 1.24150 3.87677 4.47002
H -3.13154 3.68643 2.01405
H -4.23249 4.32212 -0.13326
H -3.15255 3.65197 -2.28264
H -1.06356 2.30166 -2.19572
S 2.01101 6.18401 -2.59971
C 2.12538 5.03069 -1.43533
S 2.07040 3.33036 -1.78699
C 2.13484 2.96160 -0.09350
N 2.20436 3.99224 0.66709
N 2.23891 5.14776 -0.07198
C 2.41700 6.36659 0.66437
C 1.84535 6.46676 1.92438
C 2.03618 7.61347 2.67682
C 2.78988 8.66315 2.17181
C 3.36227 8.55003 0.91456
C 3.18719 7.40219 0.15567
S 2.21492 1.28685 0.43168
H 1.24945 5.65038 2.29952
H 1.59221 7.68679 3.66107
H 2.92936 9.56381 2.75445
H 3.96238 9.35727 0.51649
H 3.65439 7.31661 -0.81136
O -2.01256 -0.17038 -0.16165
C -2.55173 -1.00634 -0.88910
C -2.28811 -2.47401 -0.82259
C -3.37011 -3.00962 0.15547
C -4.82746 -2.54554 -0.05186
C -5.10346 -1.05521 0.24591
C -4.76489 -0.11143 -0.92243
N -3.61688 -0.65923 -1.66617
H -1.29414 -2.68847 -0.43449
H -2.39271 -2.93232 -1.80742
H -3.07417 -2.73173 1.17066
H -3.34228 -4.09924 0.10783
H -5.43347 -3.13647 0.63632
H -5.17704 -2.80786 -1.05572
H -4.51084 -0.76558 1.11950
H -6.15278 -0.92459 0.51289
H -4.52552 0.88847 -0.56541
H -5.59325 -0.03003 -1.62344
H -3.90645 -1.42122 -2.26244
```

Calculated values
Net charge: +1
Molecular weight (g/mol): 900.120
Orbital gap (alpha / beta) (eV): 5.22 / 5.31
HOMO level (alpha / beta) (eV): -9.6 / -9.6
<S²>: 0.787
Spin multiplicity: 2
E_LUMO (alpha / beta) (eV): -4.3 / -4.3
DFT total energy (a.u.): -3646.71634

Taken from the Löwdin analysis, the atomic charges in e are: 0.9000, 0.1231, -0.8479, 0.6052, 0.0137, -0.2334, -0.0713, -0.1824, 0.0076, -0.0143, -0.0148, -0.0018, 0.0401, 0.1045, 0.1206, 0.1382, 0.1323, 0.1270, 0.1236, 0.1405, 0.0964, -0.2723, 0.0009, -0.3232, -0.1196, -0.2256, 0.0867, 0.1018, -0.2181, 0.0081, -0.0279, -0.0266, -0.1029, -0.0572, 0.1302, 0.1412, 0.1281, 0.1211, 0.1198, 0.1113, 0.6212, -1.1001, 0.9649, -1.0111, 0.0525, -0.1293, -0.1993, -0.0209, -0.0739, -0.0820, -0.0675, -0.0435, 0.6221, 0.0774, 0.1047, 0.1052, 0.1092, 0.0753, -0.0660, -0.4601, -0.0736, -0.1502, -0.1719, -0.1608, -0.1437, 0.0861, 0.1031, 0.1333, 0.0924, 0.1208, 0.1147, 0.1191, 0.0936, 0.1155, 0.1044, 0.1258, 0.1297